Entry from the Open Molecules 2025 dataset: C6H6N2 as an isolated structure (ωB97M-V/def2-TZVPD).

Computed properties:
orbital gap	7.856	eV
lowest unoccupied orbital energy	-0.02833	Ha
net charge	0

```
14
Properties=species:S:1:pos:R:3:forces:R:3:lowdin_charge:R:1
C 0.21502 1.79908 -0.10693 0.62 -0.99 -1.51 -0.060
C -0.49199 0.44199 -0.01820 1.16 -2.14 0.28 -0.387
C 0.21787 -0.84539 0.21604 -4.27 1.49 -2.16 -0.251
C 1.53400 -1.20589 -0.05527 3.88 1.90 0.81 -0.155
C 2.76448 -1.10132 -0.07958 -0.76 -1.44 -0.99 0.121
C -0.73586 -1.93593 -0.00696 -6.42 -4.30 -0.76 -0.224
H 0.28500 2.14566 0.95040 0.20 0.15 -0.88 0.079
H -0.52501 2.47083 -0.73416 2.01 -1.07 1.21 0.106
H 1.36191 1.59741 -0.59518 -3.38 0.92 1.37 0.146
H -2.13974 -0.74567 0.80163 0.37 2.49 -3.92 0.263
H -2.67472 1.02834 0.54136 3.46 -1.60 -3.48 0.204
H 3.80590 -1.33066 -0.39110 -1.36 0.55 0.61 0.049
N -1.88465 0.34907 -0.30819 -2.56 -0.70 7.79 -0.010
N -1.73222 -2.66752 -0.21385 7.04 4.74 1.63 0.120
```
Forces are in eV/Å.


Entry from the Open Molecules 2025 dataset: one molecule with the formula C6H6N2 (ωB97M-V/def2-TZVPD).

Computed properties:
orbital gap	10.393	eV
SMILES	C#C[C@]12CN=CN1C2
lowest unoccupied orbital energy	0.03568	Ha
net charge	0

```
14
Properties=species:S:1:pos:R:3:forces:R:3:lowdin_charge:R:1
C 2.91871 -0.30957 -0.53110 -0.90 0.17 1.09 0.101
C 1.76626 -0.05009 -0.16040 1.58 -0.99 -1.41 -0.039
C 0.29199 0.04518 0.12766 2.03 1.16 0.07 -0.418
C -0.44994 -1.20817 0.42847 -2.78 0.92 1.20 -0.139
N -1.76468 -1.00821 -0.20930 -0.85 -0.17 -0.71 0.059
C -1.78305 0.10274 -0.82153 -0.43 -0.42 0.66 -0.204
N -0.60017 0.86113 -0.76101 1.41 0.76 -0.04 0.010
C -0.23301 1.33737 0.61319 -1.14 2.30 0.08 -0.061
H 4.02198 -0.57166 -0.70557 -2.54 0.71 0.29 0.065
H -0.76818 -1.42228 1.47130 1.02 0.22 -0.31 0.135
H -0.02221 -2.04863 0.00303 1.10 -1.69 -0.69 0.092
H -2.67108 0.50021 -1.36915 0.93 -0.38 0.49 0.131
H -1.08991 1.47099 1.34617 1.16 -0.80 -0.83 0.135
H 0.38329 2.30099 0.56823 -0.60 -1.78 0.09 0.131
```
Forces are in eV/Å.


Entry from the Open Molecules 2025 dataset: one molecule with the formula C6H6N2O (ωB97M-V/def2-TZVPD).

Computed properties:
orbital gap	8.739	eV
SMILES	[H]/N=C1/N=CC2=C1COC2
lowest unoccupied orbital energy	-0.02496	Ha
net charge	0

```
15
Properties=species:S:1:pos:R:3:forces:R:3:lowdin_charge:R:1
H 2.09758 0.38113 2.30233 -1.55 -0.36 0.38 0.094
N 1.10909 0.21498 2.65788 2.02 0.59 -0.01 0.188
C 0.28596 0.07409 1.72533 -0.46 -1.02 0.19 -0.386
N -1.11585 -0.11751 2.07017 -0.04 0.92 -0.35 0.102
C -1.78435 -0.06148 0.97969 3.06 -0.59 -0.69 -0.031
C -0.83788 -0.05979 -0.24416 0.07 -0.83 1.97 -0.074
C 0.40903 -0.02720 0.26735 -2.16 1.30 -1.40 -0.106
C 1.32783 0.14972 -0.88100 1.66 -1.74 0.13 -0.151
O 0.56554 0.14696 -2.09403 -0.09 -0.34 1.73 -0.109
C -0.77434 -0.22634 -1.70955 -0.02 0.21 -1.78 -0.137
H -2.81854 -0.06896 1.01194 -1.94 -0.13 -0.28 0.087
H 1.81974 1.10193 -0.83669 0.88 0.24 0.10 0.123
H 2.00861 -0.75865 -0.85009 -0.03 1.26 -0.44 0.146
H -1.35260 0.48775 -2.25986 -1.03 0.17 -0.25 0.116
H -0.93981 -1.23663 -2.13929 -0.38 0.30 0.69 0.137
```
Forces are in eV/Å.


Entry from the Open Molecules 2025 dataset: a 2-piece molecular cluster, C6H6N2O2 overall (ωB97M-V/def2-TZVPD).

Computed properties:
orbital gap	10.012	eV
SMILES	O=c1cc[nH]c(=O)[nH]1.C#C
lowest unoccupied orbital energy	0.01752	Ha
net charge	0

```
16
Properties=species:S:1:pos:R:3:forces:R:3:lowdin_charge:R:1
O 0.69695 2.33530 -0.46704 -1.00 1.43 -1.65 0.074
C 1.00022 1.18731 -0.32931 2.76 2.93 4.32 -0.474
C 2.21975 1.00442 0.66335 -2.18 1.03 -1.56 0.021
C 2.67054 -0.22771 0.65962 -1.44 -1.74 -1.15 -0.081
N 1.86249 -1.31699 0.10169 1.55 1.70 0.29 0.095
C 0.54530 -1.09135 -0.29746 -1.97 -7.19 1.97 -0.419
O -0.26712 -2.13744 -0.14150 3.13 5.49 -1.83 -0.039
N 0.25352 0.15934 -0.71576 -2.60 -1.68 -2.40 0.189
H 2.57267 1.95762 1.20098 -0.39 -1.93 -1.27 0.148
H 3.61190 -0.45964 1.03251 1.35 -1.01 0.85 0.092
H 2.27021 -2.25782 -0.04725 -0.83 1.11 0.54 0.165
H -0.56232 0.29640 -1.40342 1.54 -0.11 1.88 0.227
C -4.34498 -0.31101 0.00014 1.74 -1.75 0.16 -0.052
C -4.89932 0.58395 0.60172 -0.67 -0.30 -0.84 -0.047
H -3.66901 -1.22291 -0.34194 -1.96 2.65 0.82 0.076
H -5.62324 1.33329 0.93758 0.95 -0.62 -0.13 0.025
```
Forces are in eV/Å.


Entry from the Open Molecules 2025 dataset: C6H6N2O2 as an isolated structure (ωB97M-V/def2-TZVPD).

Computed properties:
orbital gap	8.473	eV
lowest unoccupied orbital energy	0.00340	Ha
net charge	0

```
16
Properties=species:S:1:pos:R:3:forces:R:3:lowdin_charge:R:1
C -1.09744 1.23385 -2.36648 1.91 -2.62 0.27 -0.409
C 0.34979 0.54317 -1.99464 -4.36 -0.07 3.59 0.059
C 0.71225 -0.29121 -0.96749 1.93 1.31 -4.96 -0.103
C 0.54063 -0.35854 0.38058 -0.20 -1.81 1.41 -0.326
C 1.10388 -1.27695 1.36370 -0.55 0.27 0.78 -0.025
C -0.37071 0.26325 2.09046 0.34 -1.53 1.23 -0.163
H -1.87216 0.58936 -0.59972 -0.38 1.45 -2.67 0.125
H 0.87168 0.46904 -2.86249 1.39 -0.15 -2.39 0.054
H 1.55673 -0.82168 -1.30874 1.12 -0.97 -0.29 0.095
H 1.73888 -2.25536 1.68670 -1.15 2.64 -2.30 0.172
H 0.84258 -0.97973 3.57746 -1.52 0.38 -3.86 0.222
H -1.10522 0.61801 2.72255 -0.95 0.90 1.79 0.090
N 0.46203 -0.85396 2.50792 -0.73 2.73 1.95 -0.006
N -0.40666 0.57040 0.82356 2.11 -2.86 2.83 0.131
O -2.19780 0.98065 -1.52078 2.39 -0.06 0.58 0.016
O -1.12845 1.56969 -3.53261 -1.34 0.39 2.04 0.070
```
Forces are in eV/Å.


Entry from the Open Molecules 2025 dataset: one molecule with the formula C6H6N2O4S3 (ωB97M-V/def2-TZVPD).

Computed properties:
orbital gap	8.660	eV
SMILES	O=C(O)C[C@@H](Sc1n[nH]c(=S)s1)C(=O)O
lowest unoccupied orbital energy	0.00807	Ha
net charge	0

```
21
Properties=species:S:1:pos:R:3:forces:R:3:lowdin_charge:R:1
O -3.08044 1.37968 -1.89948 -0.17 0.05 -0.10 0.125
C -2.06358 1.44284 -1.27219 -0.26 0.28 -0.20 -0.551
O -1.82139 0.68096 -0.19854 0.14 -0.13 0.51 0.090
C -0.96791 2.46257 -1.53077 -0.06 -0.22 -0.11 -0.094
C 0.44876 1.89558 -1.53207 -0.07 -0.09 0.55 -0.430
S 1.14661 1.75451 0.16921 0.26 0.48 -0.26 0.996
C 0.79413 0.12935 0.64017 0.00 -0.66 0.32 -0.948
N 0.71070 -0.86897 -0.15652 0.36 0.60 -0.23 -0.012
N 0.42689 -2.00046 0.50006 -0.15 -0.02 0.63 -0.067
C 0.29926 -1.96069 1.84909 0.10 0.27 -0.11 -1.171
S -0.03342 -3.23766 2.79698 -0.10 -0.31 0.44 0.582
S 0.56041 -0.27070 2.34198 -0.13 -0.57 -0.70 0.994
C 0.53262 0.58175 -2.28681 -0.15 -0.05 -0.47 -0.587
O -0.42466 -0.03704 -2.65771 -0.04 0.09 -0.18 0.133
O 1.79097 0.24843 -2.55119 0.67 0.10 -0.14 0.112
H -2.55309 0.05657 -0.07037 -0.02 0.17 -0.22 0.147
H -1.04762 3.23446 -0.76170 0.01 0.00 -0.08 0.126
H -1.18079 2.91515 -2.50100 -0.05 -0.07 0.09 0.138
H 1.13513 2.60524 -2.00257 -0.06 -0.11 0.03 0.120
H 0.29589 -2.85094 -0.02894 0.01 0.08 0.12 0.154
H 1.83024 -0.60113 -3.01809 -0.28 0.11 0.12 0.142
```
Forces are in eV/Å.


Entry from the Open Molecules 2025 dataset: an isolated ion of composition C6H6N3O4S and charge -1 (ωB97M-V/def2-TZVPD).

Computed properties:
orbital gap	7.495	eV
SMILES	O=C=NN(C(=O)[O-])[C@H]1CSC/C1=N\O
lowest unoccupied orbital energy	0.10269	Ha
net charge	-1

```
20
Properties=species:S:1:pos:R:3:forces:R:3:lowdin_charge:R:1
O 1.29036 2.45471 1.69318 -0.45 1.50 1.13 0.071
C 1.35190 1.33260 1.35192 0.52 -1.08 -1.53 -0.364
N 1.60547 0.29273 0.86013 -0.09 -1.06 -0.08 0.153
N 1.25590 -0.85350 0.18154 1.43 0.25 0.44 -0.045
C 2.42465 -1.52141 -0.62465 0.86 1.21 1.19 -0.708
O 3.52604 -1.06600 -0.31756 -0.44 0.07 0.00 -0.027
O 2.07603 -2.41073 -1.37701 -1.14 -0.68 -0.52 -0.019
C -0.11968 -0.99936 -0.17628 1.18 -0.32 -0.88 -0.316
C -0.91496 -1.31114 1.07847 -2.12 -2.28 -0.15 -0.379
S -2.70081 -0.74257 0.89883 1.48 -0.68 -0.53 0.784
C -2.03550 0.60977 -0.08756 -1.59 2.56 -0.18 -0.481
C -0.70621 0.31351 -0.73019 0.22 0.12 -0.61 -0.283
N 0.01064 1.14821 -1.41567 -0.48 -1.05 0.89 0.066
O -0.69539 2.32570 -1.69149 -0.99 0.39 0.18 -0.082
H 0.06709 -1.90071 -0.84911 -1.18 1.09 0.17 0.163
H -0.97338 -2.44542 1.29123 0.57 2.07 0.10 0.110
H -0.63619 -0.64555 1.86072 0.96 -0.20 0.95 0.046
H -1.81763 1.53617 0.60599 -0.78 -1.43 -1.45 0.122
H -2.90717 0.78767 -0.81464 1.66 0.55 0.83 0.088
H -0.10115 3.09534 -1.73785 0.37 -1.04 0.03 0.099
```
Forces are in eV/Å.


Entry from the Open Molecules 2025 dataset: C6H6N4O2 as an isolated structure (ωB97M-V/def2-TZVPD).

Computed properties:
orbital gap	8.176	eV
lowest unoccupied orbital energy	-0.01790	Ha
net charge	0

```
18
Properties=species:S:1:pos:R:3:forces:R:3:lowdin_charge:R:1
C 0.14084 1.00158 1.35778 -4.13 -0.32 -1.28 0.023
C -1.00488 0.00289 1.09680 1.02 -0.01 1.25 -0.254
C -0.71358 2.01144 1.03324 0.73 -3.85 -1.27 -0.028
C -1.01839 -0.73906 -0.27029 0.10 -1.69 2.76 -0.167
C 0.08168 -0.45846 -1.26442 0.08 1.48 -3.15 -0.114
C -0.81551 0.45758 -1.81673 1.94 -0.10 1.81 -0.184
N -1.83893 1.12512 0.60645 0.38 1.41 0.45 0.034
N -1.80206 0.33644 -0.85550 -2.53 0.17 -0.36 0.083
N 1.21497 -0.85282 -1.90936 -0.97 -1.54 3.41 0.172
N -0.71432 1.23936 -2.95752 1.30 -0.44 -2.47 -0.319
O 0.31430 1.02427 -3.68501 -1.04 0.14 1.42 0.003
O -1.59322 1.97377 -3.32133 -0.56 0.53 0.58 0.110
H 1.10652 0.76520 1.59915 2.31 0.18 1.06 0.062
H -1.43585 -0.46223 2.03623 0.60 0.02 -1.33 0.153
H -0.57968 3.03427 0.97241 -0.26 1.98 -0.23 0.073
H -1.45653 -1.78106 -0.14753 0.52 1.29 -0.86 0.172
H 1.34836 -0.39577 -2.77169 0.59 0.74 -1.05 0.063
H 1.94059 -1.27501 -1.33943 -0.07 0.02 -0.76 0.117
```
Forces are in eV/Å.


Computed energy relative to the best compared isomer or geometry (same formula, charge and spin) (eV) in order:
7.987, 3.487, 2.228, 3.778, 3.616, 0.000, 1.660, 9.676